Computed, not measured: C27H27BrCoN6O3S2 as an isolated structure, with ωB97M-V/def2-TZVPD.

XYZ file:
```
67
Properties=species:S:1:pos:R:3:nbo_charge:R:1
Co -0.745 -0.114 -0.495 1.271
C 3.890 -1.968 -2.994 -0.621
C 3.939 -0.461 -2.755 -0.218
N 3.584 -0.092 -1.388 -0.560
C 2.339 0.026 -0.928 0.343
S 1.012 -0.113 -2.051 -0.179
N 2.168 0.296 0.336 -0.413
N 0.908 0.392 0.741 -0.193
C 0.633 0.649 1.976 0.230
C 1.687 0.796 3.021 -0.683
C -0.787 0.792 2.279 0.174
C -1.288 0.937 3.565 -0.217
C -2.660 1.013 3.747 -0.121
C -3.493 0.952 2.641 -0.243
C -2.916 0.835 1.387 0.079
N -1.600 0.761 1.216 -0.486
H 4.055 -2.177 -4.052 0.220
H 2.914 -2.361 -2.712 0.223
H 4.654 -2.482 -2.412 0.215
H 3.256 0.052 -3.433 0.210
H 4.943 -0.082 -2.939 0.214
H 4.314 -0.098 -0.693 0.418
H 2.663 0.701 2.558 0.270
H 1.583 0.018 3.780 0.246
H 1.612 1.766 3.515 0.236
H -0.612 0.971 4.408 0.243
H -3.074 1.111 4.741 0.241
H -4.568 0.992 2.741 0.243
H -3.518 0.814 0.486 0.218
Br 0.874 -6.632 4.442 0.090
C -0.002 -5.064 3.851 -0.133
C -1.075 -4.559 4.576 0.024
N -1.727 -3.468 4.198 -0.407
C -1.341 -2.846 3.092 0.044
C -0.265 -3.271 2.318 -0.184
C 0.420 -4.410 2.708 -0.156
C 0.172 -2.468 1.107 0.781
O 1.317 -2.551 0.700 -0.630
O -0.772 -1.724 0.632 -0.758
H -1.421 -5.046 5.481 0.212
H -1.909 -1.971 2.802 0.194
H 1.261 -4.765 2.129 0.253
S -2.008 -2.854 -3.864 0.525
C -2.574 -3.480 -2.373 -0.434
C -2.424 -2.561 -1.391 -0.027
N -1.868 -1.376 -1.809 -0.497
C -1.610 -1.394 -3.089 -0.129
H -2.965 -4.480 -2.296 0.266
H -2.708 -2.683 -0.360 0.249
H -1.178 -0.563 -3.626 0.241
C -2.661 3.132 -2.899 -0.718
C -1.544 2.620 -2.039 0.644
O -1.694 1.542 -1.461 -0.637
C -0.324 3.441 -1.923 -0.130
C 0.532 3.248 -0.837 -0.165
C 1.715 3.952 -0.732 -0.205
C 2.060 4.868 -1.718 -0.156
C 1.199 5.096 -2.783 -0.215
C 0.011 4.396 -2.886 -0.167
H -3.525 2.476 -2.824 0.245
H -2.338 3.162 -3.941 0.251
H -2.937 4.144 -2.605 0.253
H 0.236 2.556 -0.064 0.213
H 2.367 3.789 0.116 0.227
H 2.992 5.412 -1.648 0.229
H 1.456 5.827 -3.538 0.230
H -0.638 4.582 -3.731 0.219
```

Results
Gap between HOMO and LUMO (spin up / spin down) ... 0.2348 / 0.2562 Eh
Net charge ... +1
E_HOMO (spin up / spin down) ... -10.79 / -10.80 eV
ΔE to the lowest compared entry with this formula, charge and spin ... 1.335 eV
Calculated total energy ... -6352.31739 a.u.
LUMO energy (spin up / spin down) ... -4.40 / -3.83 eV